This record from OMol25 describes a cluster of 3 separate species, C2H8O3 in total. The level of theory is ωB97M-V/def2-TZVPD.

LUMO level: 0.64 eV
2S+1: 1
Highest occupied orbital energy: -9.4 eV
SMILES string: C=CO.O.O
Charge: 0
Orbital gap: 0.3676 Eh
Energy relative to the best compared isomer or geometry (same formula, charge and spin): 2.263 eV

CARTESIAN COORDINATES (ANGSTROEM)
C (-0.476, 0.961, -0.457)
C (-0.214, 1.233, 0.783)
O (-1.039, 1.506, 1.916)
H (0.112, 0.540, -1.295)
H (-1.370, 0.828, -1.029)
H (0.814, 1.220, 0.995)
H (-0.542, 1.980, 2.562)
O (2.065, -0.764, -0.118)
H (1.960, 0.082, -0.345)
H (1.406, -1.169, 0.355)
O (-0.833, -1.819, -0.922)
H (-0.546, -2.089, -1.834)
H (-1.337, -2.510, -0.612)